(1)
ORCA calculation (ωB97M-V/def2-TZVPD) on 2 unconnected molecules or ions with the total composition C6H12N2O2 at a distorted geometry.

The calculation puts the electronic energy at -495.82060 Eh. The value obtained for the gap between HOMO and LUMO is 10.2 eV. As for the charge: 0. As for the structure (SMILES): C[C@@H](CC#N)CC(N)=O.O. As for the HOMO energy: -10.02 eV. Its energy relative to the best compared isomer or geometry (same formula, charge and spin) is 44.4 kJ/mol. As for the LUMO energy: 0.22 eV.

Last columns: bonded neighbours and bond lengths (Å).
CARTESIAN COORDINATES (ANGSTROEM)
1 C -0.15 -1.05 -0.95  C2 1.525, H10 1.101, H11 1.099, H12 1.099
2 C -0.35 -0.95 0.56  C1 1.525, C3 1.539, C6 1.537, H13 1.100
3 C 0.94 -1.22 1.37  C2 1.539, C4 1.468, H14 1.102, H15 1.100
4 C 1.74 -2.37 0.94  C3 1.468, N5 1.173
5 N 2.46 -3.09 0.36  C4 1.173
6 C -0.90 0.42 0.99  C2 1.537, C7 1.517, H16 1.100, H17 1.100
7 C -2.20 0.79 0.30  C6 1.517, N8 1.344, O9 1.231
8 N -2.14 1.83 -0.55  C7 1.344, H18 1.020, H19 1.012
9 O -3.21 0.10 0.45  C7 1.231
10 H 0.57 -0.30 -1.30  C1 1.101
11 H 0.19 -2.05 -1.25  C1 1.099
12 H -1.09 -0.90 -1.49  C1 1.099
13 H -1.10 -1.70 0.87  C2 1.100
14 H 1.60 -0.34 1.36  C3 1.102
15 H 0.68 -1.36 2.43  C3 1.100
16 H -1.11 0.41 2.07  C6 1.100
17 H -0.14 1.20 0.82  C6 1.100
18 H -1.26 2.22 -0.89  N8 1.020
19 H -2.99 2.10 -1.03  N8 1.012
20 O 2.78 2.10 -1.30  H21 0.962, H22 1.047
21 H 3.63 2.18 -1.74  O20 0.962
22 H 2.04 1.96 -2.03  O20 1.047

=====

(2)
ORCA calculation (ωB97M-V/def2-TZVPD) on 2 unconnected molecules or ions with the total composition C2H4ClPS at a distorted geometry.

The calculation puts the electronic energy at -1278.21258 Eh. The value obtained for the gap between HOMO and LUMO is 9.4 eV. As for the charge: 0. As for the structure (SMILES): [PH3]=S.C#CCl. As for the HOMO energy: -8.85 eV. Its energy relative to the best compared isomer or geometry (same formula, charge and spin) is 196.7 kJ/mol. As for the LUMO energy: 0.53 eV.

Last columns: bonded neighbours and bond lengths (Å).
CARTESIAN COORDINATES (ANGSTROEM)
1 P -1.24 -0.59 0.59  S2 1.946, H3 1.402, H4 1.388, H5 1.356
2 S -2.04 0.56 -0.75  P1 1.946
3 H -0.51 -1.73 0.22  P1 1.402
4 H -0.14 -0.13 1.30  P1 1.388
5 H -2.06 -0.65 1.67  P1 1.356
6 C 1.26 1.36 -0.82  C7 1.218, H9 1.042
7 C 1.69 0.22 -0.72  C6 1.218, Cl8 1.598
8 Cl 2.48 -1.17 -0.63  C7 1.598
9 H 0.56 2.13 -0.86  C6 1.042